A single C4H5Cl2NO molecule, computed with the ωB97M-V functional and the def2-TZVPD basis.

```
13
Properties=species:S:1:pos:R:3
C -0.353 0.912 1.025
C -0.030 0.029 -0.140
C 1.399 -0.422 -0.324
Cl 1.927 -1.301 1.125
Cl 2.501 1.054 -0.561
N -0.962 -0.009 -1.319
C -1.328 -0.933 -0.531
O -1.859 -1.884 -0.126
H 0.209 1.872 1.022
H -0.117 0.300 1.886
H -1.438 0.895 1.083
H 1.553 -1.073 -1.096
H -1.502 0.562 -2.044
```

Values from the calculation:
HOMO-LUMO gap = 9.7 eV
SMILES string = C[C@]1(C(Cl)Cl)NC1=O
ΔE to the lowest compared entry with this formula, charge and spin = 1.8976 eV
Total charge = 0
LUMO energy = 0.53 eV

=====

A molecular structure, C24H42NP3RuSe, computed with the ωB97M-V functional and the def2-TZVPD basis.

```
72
Properties=species:S:1:pos:R:3
Ru 0.000 0.000 0.000
P -1.309 -1.746 0.613
P 1.571 -0.096 1.723
P 1.252 -1.279 -1.497
H -3.342 5.001 -7.651
C -3.309 4.074 -8.218
C -4.390 3.315 -8.382
H -5.352 3.589 -7.956
C -2.858 -1.536 1.604
C -0.636 -3.179 1.576
C -2.088 -2.628 -0.813
C 2.939 1.143 1.739
C 0.940 0.082 3.454
C 2.578 -1.628 1.990
C 0.577 -1.317 -3.204
C 1.581 -3.087 -1.236
C 2.994 -0.782 -1.851
H -2.348 3.800 -8.643
H -4.357 2.388 -8.949
H -3.474 -0.751 1.160
H -2.624 -1.262 2.634
H -3.428 -2.473 1.604
H -0.349 -2.835 2.575
H 0.247 -3.595 1.089
H -1.390 -3.967 1.682
H -2.726 -1.910 -1.336
H -2.691 -3.481 -0.480
H -1.332 -2.973 -1.520
H 3.554 1.058 2.642
H 2.523 2.151 1.672
H 3.563 0.989 0.854
H 1.719 -0.137 4.194
H 0.103 -0.608 3.602
H 0.572 1.097 3.618
H 3.243 -1.510 2.852
H 3.186 -1.838 1.107
H 1.920 -2.481 2.164
H 1.091 -2.065 -3.818
H 0.703 -0.326 -3.647
H -0.492 -1.538 -3.168
H 2.244 -3.460 -2.023
H 0.659 -3.672 -1.250
H 2.070 -3.236 -0.269
H 3.511 -1.591 -2.379
H 3.527 -0.571 -0.921
H 2.986 0.124 -2.460
C 0.340 2.469 -2.804
C -0.954 2.081 -3.173
C -1.508 2.513 -4.379
C -0.785 3.339 -5.240
C 0.508 3.730 -4.877
C 1.066 3.302 -3.675
Se 1.218 1.954 -1.172
H -1.150 0.067 -1.175
H -1.516 1.436 -2.503
H -2.515 2.199 -4.645
H -1.218 3.673 -6.178
H 1.087 4.373 -5.535
H 2.072 3.610 -3.403
N -1.128 1.127 1.450
C -1.522 1.198 2.581
C -1.958 1.350 3.997
C -2.973 0.547 4.556
C -3.110 0.429 5.951
C -2.257 1.122 6.808
C -1.300 1.980 6.274
C -1.168 2.120 4.887
H -3.622 -0.067 3.958
H -3.851 -0.240 6.374
H -2.330 0.986 7.883
H -0.622 2.498 6.946
H -0.359 2.746 4.534
```

Values from the calculation:
Spin multiplicity = 5
HOMO-LUMO gap (spin up / spin down) = 7.6 / 3.5 eV
Expectation value of S² = 6.038
ΔE to the lowest compared entry with this formula, charge and spin = 0.2071 eV
Total charge = +4
LUMO energy (spin up / spin down) = -11.14 / -15.20 eV

=====

3 unconnected molecules or ions with the total composition C3H13NO2S, computed with the ωB97M-V functional and the def2-TZVPD basis.

```
20
Properties=species:S:1:pos:R:3
C -0.998 2.619 -1.153
C -0.693 1.375 -0.272
N 0.691 0.931 -0.586
C -0.856 1.889 1.268
S 0.180 0.793 2.322
H -2.113 2.647 -1.428
H -0.574 2.455 -2.115
H -0.769 3.445 -0.605
H -1.362 0.498 -0.293
H 1.328 1.490 -0.033
H 0.898 -0.100 -0.522
H -0.591 2.916 1.259
H -1.985 1.559 1.619
H 1.188 1.493 2.956
O -0.616 -5.494 -0.693
H 0.038 -5.555 -0.046
H -0.488 -4.533 -0.662
O 1.989 -3.061 -0.106
H 2.392 -2.200 0.141
H 2.340 -3.167 -1.053
```

Values from the calculation:
HOMO-LUMO gap = 9.3 eV
SMILES string = C[C@@H](N)CS.O.O
ΔE to the lowest compared entry with this formula, charge and spin = 2.1173 eV
Total charge = 0
LUMO energy = 0.34 eV

=====

A single C4H8N2O molecule, computed with the ωB97M-V functional and the def2-TZVPD basis.

```
15
Properties=species:S:1:pos:R:3
C -2.510 -0.027 -0.142
N -1.328 -0.508 -0.841
C -0.099 -0.410 -0.358
N 0.260 0.113 0.803
C 1.282 0.441 -0.389
O 1.230 1.543 -0.931
C 2.552 -0.358 -0.215
H -3.402 -0.367 -0.672
H -2.524 1.068 -0.097
H -2.541 -0.428 0.876
H -1.434 -0.845 -1.785
H -0.339 0.817 1.246
H 2.376 -1.306 0.297
H 2.986 -0.545 -1.201
H 3.262 0.244 0.361
```

Values from the calculation:
HOMO-LUMO gap = 9.4 eV
ΔE to the lowest compared entry with this formula, charge and spin = 3.2897 eV
Total charge = 0
LUMO energy = 0.71 eV

=====

A molecular structure, C22H38BN6RhSe2, computed with the ωB97M-V functional and the def2-TZVPD basis.

```
70
Properties=species:S:1:pos:R:3
Rh 0.182 -0.323 0.604
C 2.213 3.548 -0.184
C 2.779 2.195 -0.629
C 4.171 2.351 -1.229
C 1.813 1.547 -1.578
C 1.673 1.768 -2.947
C 0.474 1.175 -3.291
N -0.059 0.610 -2.202
N 0.767 0.822 -1.144
B -1.539 0.229 -1.957
N -1.703 -1.247 -1.562
C -2.527 -2.163 -2.084
C -2.556 -3.257 -1.247
C -1.714 -2.934 -0.183
N -1.193 -1.712 -0.392
C -1.453 -3.775 1.036
C -0.426 -4.874 0.771
C -1.106 -2.918 2.247
N -2.026 1.109 -0.759
C -2.998 2.010 -0.678
C -3.023 2.541 0.611
C -2.013 1.894 1.296
N -1.418 1.010 0.454
C -1.536 2.062 2.708
C -1.621 0.747 3.478
C -2.310 3.160 3.430
H 2.876 4.013 0.545
H 1.224 3.437 0.263
H 2.121 4.222 -1.036
H 2.839 1.569 0.269
H 4.142 3.018 -2.091
H 4.602 1.407 -1.567
H 4.850 2.799 -0.504
H 2.327 2.327 -3.591
H -0.055 1.151 -4.229
H -2.186 0.465 -2.931
H -3.056 -1.959 -2.999
H -3.134 -4.156 -1.366
H -2.405 -4.271 1.247
H 0.572 -4.466 0.598
H -0.703 -5.465 -0.101
H -0.355 -5.547 1.624
H -0.363 -2.157 1.946
H -0.667 -3.501 3.055
H -1.968 -2.370 2.627
H -3.610 2.230 -1.536
H -3.689 3.297 0.985
H -0.483 2.372 2.654
H -2.658 0.422 3.579
H -1.205 0.862 4.479
H -1.084 -0.073 2.984
H -3.364 2.896 3.521
H -2.237 4.115 2.913
H -1.915 3.297 4.436
C 2.444 -2.962 -1.835
Se 2.082 -2.188 -0.093
C 3.645 -1.068 0.118
C 3.746 -0.616 1.562
Se 2.053 0.073 2.292
C 1.808 -1.236 3.708
H 2.656 -2.177 -2.556
H 1.557 -3.520 -2.121
H 3.292 -3.627 -1.694
H 3.541 -0.227 -0.566
H 4.523 -1.646 -0.171
H 4.472 0.190 1.664
H 4.025 -1.430 2.229
H 2.616 -1.091 4.421
H 1.830 -2.234 3.277
H 0.848 -1.030 4.174
```

Values from the calculation:
Spin multiplicity = 5
HOMO-LUMO gap (spin up / spin down) = 9.6 / 5.4 eV
Expectation value of S² = 6.018
Total charge = +2
LUMO energy (spin up / spin down) = -5.02 / -9.30 eV

=====

A molecular structure, C26H32GeHfN5O2, computed with the ωB97M-V functional and the def2-TZVPD basis.

```
67
Properties=species:S:1:pos:R:3
Hf -0.294 0.886 0.705
O -1.813 4.794 1.880
C -1.353 3.775 1.368
N -1.266 2.529 1.846
C -1.648 2.171 3.162
C -2.537 2.883 3.963
C -2.849 2.422 5.235
C -2.278 1.255 5.721
C -1.394 0.538 4.927
C -1.076 0.978 3.653
N -0.206 0.261 2.788
C 1.117 0.181 3.134
O 1.600 0.480 4.217
C 2.029 -0.299 2.002
C 3.186 -0.934 2.311
C 4.129 -1.161 1.239
C 3.742 -1.038 -0.037
C 2.273 -0.847 -0.327
N 1.656 -0.005 0.706
C -0.758 3.898 -0.032
C -1.012 5.034 -0.784
C -0.481 5.118 -2.058
C 0.284 4.065 -2.546
C 0.475 2.960 -1.742
N -0.036 2.879 -0.512
H -2.964 3.800 3.587
H -3.541 2.985 5.850
H -2.517 0.903 6.717
H -0.928 -0.369 5.289
H 3.441 -1.095 3.347
H 5.167 -1.365 1.483
H 4.446 -1.116 -0.859
H 2.154 -0.317 -1.277
H -1.612 5.813 -0.338
H -0.665 5.989 -2.673
H 0.712 4.090 -3.538
H 1.038 2.099 -2.082
C -3.777 0.212 -1.090
C -2.448 -0.507 -1.363
C -2.101 -0.356 -2.852
C -2.617 -2.001 -1.046
N -1.406 0.058 -0.566
H -4.594 -0.193 -1.697
H -3.670 1.277 -1.309
H -4.039 0.110 -0.035
H -2.874 -0.784 -3.499
H -1.152 -0.857 -3.060
H -1.987 0.703 -3.098
H -3.412 -2.457 -1.647
H -2.857 -2.126 0.011
H -1.683 -2.531 -1.244
C 3.745 -4.247 -1.723
Ge 2.055 -3.282 -1.976
C 2.222 -2.136 -3.563
C 0.640 -4.601 -2.314
C 1.537 -2.191 -0.441
H 3.901 -4.963 -2.532
H 3.735 -4.789 -0.777
H 4.586 -3.554 -1.701
H 2.470 -2.726 -4.447
H 3.006 -1.390 -3.420
H 1.283 -1.612 -3.749
H 0.956 -5.341 -3.051
H -0.258 -4.104 -2.684
H 0.379 -5.122 -1.392
H 1.677 -2.756 0.484
H 0.467 -1.976 -0.545
```

Values from the calculation:
HOMO-LUMO gap = 6.5 eV
ΔE to the lowest compared entry with this formula, charge and spin = 0.4179 eV
Total charge = -1
LUMO energy = 2.26 eV

=====

5 unconnected molecules or ions with the total composition C6H20BrO4, computed with the ωB97M-V functional and the def2-TZVPD basis.

```
31
Properties=species:S:1:pos:R:3
Br 17.097 -8.732 -15.832
C 12.020 -10.787 -16.085
C 13.389 -11.434 -15.922
C 14.133 -11.524 -17.233
O 14.146 -10.653 -14.987
H 11.416 -11.317 -16.825
H 12.143 -9.744 -16.370
H 11.508 -10.820 -15.120
H 13.300 -12.434 -15.485
H 14.276 -10.531 -17.665
H 13.641 -12.180 -17.957
H 15.131 -11.944 -17.078
H 14.901 -10.263 -15.455
C 20.538 -12.011 -16.827
O 19.999 -10.923 -16.141
H 21.409 -12.361 -16.266
H 19.820 -12.832 -16.938
H 20.914 -11.733 -17.824
H 19.209 -10.631 -16.618
C 19.091 -7.515 -19.204
O 19.242 -6.969 -17.914
H 19.405 -8.559 -19.229
H 18.042 -7.471 -19.530
H 19.672 -6.885 -19.875
H 18.747 -7.509 -17.281
C 17.193 -11.412 -19.110
O 18.008 -10.436 -18.456
H 16.962 -12.237 -18.442
H 16.289 -10.946 -19.523
H 17.746 -11.732 -19.997
H 17.498 -10.012 -17.731
```

Values from the calculation:
HOMO-LUMO gap = 8.2 eV
ΔE to the lowest compared entry with this formula, charge and spin = 0.4171 eV
Total charge = -1
LUMO energy = 3.21 eV

=====

2 unconnected molecules or ions with the total composition C7H8N2O, computed with the ωB97M-V functional and the def2-TZVPD basis.

```
18
Properties=species:S:1:pos:R:3
C -5.275 0.482 0.081
C -4.084 0.243 0.103
C -2.743 -0.086 0.040
C -1.588 -0.434 -0.114
C -0.210 -0.869 -0.315
C 0.807 0.264 -0.075
N 0.583 1.369 -0.989
C 2.194 -0.295 -0.152
N 3.224 -0.530 -0.699
H -6.324 0.711 0.004
H -0.099 -1.248 -1.342
H 0.007 -1.707 0.363
H 0.677 0.638 0.951
H 1.190 2.158 -0.785
H 0.742 1.095 -1.955
O 3.678 -0.314 1.815
H 3.045 -0.913 2.248
H 4.173 -0.566 0.820
```

Values from the calculation:
HOMO-LUMO gap = 10.1 eV
SMILES string = C#CC#CC[C@H](N)C#N.O
ΔE to the lowest compared entry with this formula, charge and spin = 5.4323 eV
Total charge = 0
LUMO energy = 0.50 eV

=====

A single C6H9BO2Si molecule, computed with the ωB97M-V functional and the def2-TZVPD basis.

```
19
Properties=species:S:1:pos:R:3
O 1.098 0.060 -2.173
B 1.574 -0.395 -1.004
O 2.869 -0.731 -0.796
C 0.571 -0.529 0.164
C 0.686 -1.264 1.318
C -0.255 -1.074 2.323
C -1.312 -0.265 2.238
C -1.657 0.335 1.015
C -0.812 0.279 -0.035
Si -1.101 1.254 -1.590
H 1.497 0.541 -2.845
H 3.418 -0.509 -1.560
H 1.695 -1.781 1.526
H 0.006 -1.448 3.360
H -2.122 -0.086 3.051
H -2.679 0.508 0.757
H -1.605 0.540 -2.708
H 0.053 2.107 -2.132
H -1.924 2.458 -0.909
```

Values from the calculation:
HOMO-LUMO gap = 9.4 eV
SMILES string = OB(O)c1ccccc1[SiH3]
Total charge = 0
LUMO energy = 0.26 eV

=====

4 unconnected molecules or ions with the total composition C48H83BBr2ClFIN5O9S, computed with the ωB97M-V functional and the def2-TZVPD basis.

```
152
Properties=species:S:1:pos:R:3
C 3.962 3.961 1.394
C 2.624 4.000 0.617
C 2.571 2.708 -0.239
C 1.215 2.444 -0.931
N 1.071 2.970 -2.317
C 1.671 4.247 -2.510
C 0.939 5.407 -2.188
C -0.490 5.213 -1.645
C -0.719 5.705 -0.182
C -2.007 6.588 -0.117
Cl -0.987 4.373 0.996
C 1.497 6.650 -2.401
I 0.316 8.378 -1.965
C 2.782 6.826 -2.899
C 3.369 8.208 -3.088
F 3.844 8.385 -4.388
C 4.469 8.539 -2.036
C 5.855 8.793 -2.645
C 3.496 5.682 -3.214
B 5.003 5.654 -3.797
O 5.239 6.063 -5.072
C 6.131 5.130 -2.821
C 7.218 4.240 -3.536
C 2.931 4.442 -3.035
S 3.909 3.019 -3.516
C 2.603 1.893 -3.960
C 2.801 0.943 -4.941
O 4.051 0.886 -5.533
C 1.797 0.098 -5.310
C 0.557 0.178 -4.701
C -0.602 -0.707 -5.094
C -0.579 -1.139 -6.585
C -1.828 -1.976 -6.868
N -1.647 -3.361 -6.749
O -2.896 -1.475 -7.176
C 0.381 1.130 -3.714
C -0.948 1.226 -3.041
Br -2.134 2.609 -3.651
C -1.358 0.430 -2.059
C -2.703 0.556 -1.382
Br -0.227 -1.001 -1.448
C 1.393 2.010 -3.320
H 4.098 4.846 2.023
H 4.048 3.047 1.993
H 4.790 3.931 0.672
H 1.777 4.074 1.300
H 2.714 4.862 -0.057
H 3.434 2.653 -0.906
H 2.700 1.892 0.490
H 1.101 1.358 -0.996
H 0.382 2.797 -0.321
H -0.807 4.176 -1.734
H -1.128 5.786 -2.329
H 0.116 6.339 0.115
H -1.827 7.350 0.653
H -2.862 6.012 0.246
H -2.213 7.098 -1.055
H 2.605 8.974 -2.961
H 4.479 7.780 -1.245
H 4.182 9.468 -1.526
H 6.506 9.143 -1.833
H 6.338 7.904 -3.057
H 5.831 9.543 -3.437
H 4.380 6.151 -5.505
H 5.701 4.532 -2.007
H 6.678 5.952 -2.343
H 6.821 3.749 -4.426
H 7.526 3.476 -2.816
H 8.069 4.886 -3.759
H 4.394 0.007 -5.330
H 1.932 -0.632 -6.102
H -0.543 -1.634 -4.502
H -1.580 -0.263 -4.891
H 0.290 -1.795 -6.722
H -0.509 -0.268 -7.239
H -0.685 -3.581 -6.982
H -2.272 -3.852 -7.380
H -2.730 1.461 -0.761
H -3.487 0.662 -2.136
H -2.913 -0.290 -0.724
C 0.418 1.084 7.911
O -0.275 1.001 6.680
C -1.599 1.521 6.716
C -1.704 2.833 5.961
N -1.010 3.912 6.656
C -0.809 5.120 5.854
C -0.005 5.010 4.559
O 1.377 4.750 4.739
C 1.712 3.394 4.967
H 1.307 0.460 7.832
H 0.739 2.108 8.126
H -0.194 0.713 8.738
H -1.967 1.621 7.741
H -2.233 0.788 6.208
H -2.760 3.101 5.855
H -1.293 2.665 4.958
H -0.103 3.580 6.954
H -0.296 5.838 6.499
H -1.790 5.547 5.624
H -0.053 5.988 4.072
H -0.442 4.302 3.847
H 1.059 2.710 4.419
H 1.693 3.164 6.035
H 2.736 3.241 4.622
C -1.743 -7.906 -0.294
O -2.443 -8.082 -1.519
C -3.757 -7.544 -1.519
C -3.849 -6.294 -2.374
N -3.137 -5.175 -1.767
C -2.921 -4.035 -2.660
C -2.124 -4.250 -3.947
O -0.744 -4.514 -3.749
C -0.426 -5.854 -3.418
H -0.860 -8.544 -0.323
H -1.407 -6.870 -0.173
H -2.352 -8.194 0.562
H -4.120 -7.358 -0.504
H -4.404 -8.307 -1.964
H -4.902 -6.020 -2.498
H -3.445 -6.546 -3.362
H -2.234 -5.498 -1.446
H -2.394 -3.278 -2.072
H -3.897 -3.612 -2.919
H -2.160 -3.317 -4.499
H -2.572 -5.003 -4.605
H -1.090 -6.568 -3.911
H -0.448 -6.002 -2.336
H 0.595 -6.048 -3.751
C -1.989 -9.729 7.393
O -3.216 -10.100 6.792
C -4.290 -9.203 7.050
C -4.656 -8.402 5.814
N -3.619 -7.435 5.471
C -3.752 -6.845 4.140
C -3.731 -7.771 2.924
O -2.476 -8.379 2.663
C -2.191 -9.526 3.446
H -1.318 -10.584 7.328
H -1.520 -8.890 6.868
H -2.124 -9.470 8.447
H -4.077 -8.548 7.899
H -5.151 -9.821 7.319
H -5.593 -7.868 5.998
H -4.828 -9.120 5.002
H -2.717 -7.890 5.523
H -2.925 -6.139 4.029
H -4.675 -6.256 4.115
H -3.938 -7.148 2.048
H -4.527 -8.525 2.950
H -3.087 -10.109 3.665
H -1.683 -9.245 4.372
H -1.501 -10.154 2.879
```

Values from the calculation:
HOMO-LUMO gap = 8.3 eV
SMILES string = CCCCN1c2c(C[C@@H](C)Cl)c(I)c([C@H](F)CC)c(B(O)CC)c2Sc2c(O)cc(CCC(N)=O)c(/C(Br)=C(/C)Br)c21.COCCNCCOC.COCCNCCOC.COCCNCCOC
Total charge = 0
LUMO energy = 0.27 eV

=====

A single CH2OS2 molecule, computed with the ωB97M-V functional and the def2-TZVPD basis.

```
6
Properties=species:S:1:pos:R:3
O 0.754 -0.306 1.306
C 0.151 -0.177 0.302
S -0.850 -1.323 -0.362
S 0.526 1.461 -0.250
H -1.434 -0.458 -1.188
H -0.307 1.774 -1.288
```

Values from the calculation:
HOMO-LUMO gap = 10.4 eV
SMILES string = O=C(S)S
ΔE to the lowest compared entry with this formula, charge and spin = 0.6075 eV
Total charge = 0
LUMO energy = 0.37 eV

=====

2 unconnected molecules or ions with the total composition C5H8S, computed with the ωB97M-V functional and the def2-TZVPD basis.

```
14
Properties=species:S:1:pos:R:3
C -1.234 -1.445 -1.573
C -0.500 -0.945 -0.744
C -0.929 0.481 1.763
C 0.819 1.071 -0.867
C 0.408 -0.124 -0.082
S 1.746 -0.797 0.941
H -2.015 -1.756 -2.252
H -1.590 1.168 1.455
H 0.040 0.976 2.191
H -1.163 -0.489 2.065
H -0.032 1.574 -1.374
H 1.491 1.656 -0.328
H 1.277 0.707 -1.747
H 1.681 -2.077 0.551
```

Values from the calculation:
HOMO-LUMO gap (spin up / spin down) = 8.0 / 8.0 eV
ΔE to the lowest compared entry with this formula, charge and spin = 4.9651 eV
Total charge = 0
LUMO energy (spin up / spin down) = 0.21 / 0.21 eV

=====

Per-record E, eV: -32809.2915, -122811.1939, -19740.3252, -9303.1035, -166733.9262, -96855.0629, -84780.8676, -12410.9663, -19017.4982, -251935.2559, -24786.6681, -16144.6722
Per-record strongest force on any atom, eV/A: 4.3, 4.8, 5.5, 0.4, 0.5, 1.2, 1.3, 5.3, 5.3, 2.0, 3.3, 7.1